(1)
Here is a 7-piece molecular cluster, C10H34O7 overall from OMol25. Energies are from ωB97M-V/def2-TZVPD.

Each line ends with the Mulliken charge.
Cartesian coordinates (Å):
C1 -6.190020 -19.211843 -18.213206  -1.002
C2 -4.770314 -19.764792 -18.351231  -0.011
O1 -4.568332 -20.883301 -17.493235  -0.378
H1 -6.364083 -18.356448 -18.862738  0.284
H2 -6.365794 -18.927838 -17.175004  0.296
H3 -6.890688 -20.008891 -18.476993  0.337
H4 -4.057825 -18.970301 -18.098871  0.259
H5 -4.593618 -20.094728 -19.371949  0.011
H6 -4.939938 -20.662547 -16.628733  0.117
C3 -5.728184 -24.288148 -16.452906  -0.849
C4 -4.705346 -24.416948 -17.570073  -0.187
O2 -3.594163 -23.566391 -17.323176  -0.562
H7 -6.620582 -24.891347 -16.620876  0.390
H8 -6.017450 -23.238727 -16.355770  0.122
H9 -5.267325 -24.581303 -15.507298  0.252
H10 -5.161893 -24.163569 -18.533579  0.165
H11 -4.309117 -25.428897 -17.627778  0.382
H12 -3.892928 -22.653637 -17.473499  0.357
C5 -9.754209 -17.670525 -18.251538  -0.964
C6 -9.483125 -18.053856 -16.813829  0.331
O3 -10.631122 -18.723026 -16.275067  -0.543
H13 -9.991616 -18.549493 -18.852212  0.303
H14 -8.873910 -17.183131 -18.672967  0.181
H15 -10.612549 -17.000181 -18.290978  0.334
H16 -9.265844 -17.150175 -16.231053  0.221
H17 -8.608709 -18.704962 -16.738546  -0.177
H18 -10.342579 -19.378180 -15.636625  0.302
C7 -4.735166 -15.919312 -19.879384  -0.733
C8 -5.976789 -15.047500 -19.949230  -0.345
O4 -6.925478 -15.329719 -18.927231  -0.457
H19 -4.075508 -15.683058 -20.715687  0.391
H20 -4.982308 -16.980977 -19.926520  0.004
H21 -4.184732 -15.749612 -18.950024  0.305
H22 -6.492655 -15.186725 -20.898244  0.292
H23 -5.682384 -13.989724 -19.908190  0.276
H24 -6.482922 -15.203088 -18.082082  0.279
C9 -3.336347 -22.808374 -21.075687  -0.663
C10 -2.934014 -21.490276 -21.725399  -0.201
O5 -2.746500 -21.579019 -23.144182  -0.562
H25 -2.698513 -23.662972 -21.293429  0.359
H26 -4.366116 -23.062956 -21.331682  0.273
H27 -3.303385 -22.665577 -19.987691  0.106
H28 -2.038659 -21.088713 -21.242072  0.319
H29 -3.739415 -20.773604 -21.548777  0.036
H30 -1.806325 -21.636753 -23.326601  0.317
O6 -5.534198 -20.431903 -14.724844  -0.598
H31 -6.450065 -20.642612 -14.518512  0.267
H32 -5.261961 -19.788634 -14.062339  0.267
O7 -3.068863 -22.131914 -14.764789  -0.682
H33 -3.909217 -21.666860 -14.837158  0.332
H34 -3.048051 -22.686249 -15.557806  0.445

Forces on the atoms, in the same order (eV/Å):
0.28 -0.66 -0.10
-0.38 0.50 0.27
-0.12 -0.04 -0.19
-0.01 0.06 0.05
-0.04 0.14 -0.01
-0.10 0.15 0.03
0.12 -0.12 -0.13
0.13 -0.08 -0.01
0.09 0.03 0.11
0.21 0.04 0.15
-0.13 0.18 0.14
0.08 0.15 -0.11
0.01 -0.02 -0.05
-0.13 -0.03 -0.05
-0.08 -0.04 -0.01
0.04 -0.09 -0.02
-0.04 -0.06 -0.04
0.06 0.03 -0.09
0.01 -0.17 0.09
-0.10 -0.09 0.11
0.10 0.13 -0.14
0.04 -0.04 0.05
-0.10 0.14 -0.03
0.07 0.09 -0.07
-0.06 -0.06 0.04
0.02 -0.02 -0.10
-0.01 0.05 0.05
-0.06 -0.04 0.01
0.18 0.23 -0.05
0.09 -0.12 -0.02
0.06 -0.02 0.04
-0.05 0.06 -0.07
0.00 0.05 -0.03
-0.08 -0.10 0.04
-0.03 -0.08 0.01
-0.06 0.01 0.04
-0.24 0.25 0.47
0.09 -0.30 -0.12
-0.14 0.07 0.32
0.17 0.15 -0.24
0.07 -0.08 -0.13
-0.05 -0.08 -0.09
0.03 -0.02 -0.07
0.05 0.07 -0.12
0.00 -0.07 0.01
-0.10 0.09 -0.09
0.00 -0.08 0.03
0.07 0.01 0.00
0.00 0.03 -0.04
-0.01 -0.04 0.13
0.06 -0.15 0.04

Results
SMILES: CCO.CCO.CCO.CCO.CCO.O.O
Total energy (a.u.): -928.0278
Strongest force on any atom (eV Å⁻¹): 0.7

***

(2)
Here is a 7-piece molecular cluster, C10H34O7 overall from OMol25. Energies are from ωB97M-V/def2-TZVPD.

Each line ends with the Mulliken charge.
Cartesian coordinates (Å):
C1 0.327250 -1.655463 -3.631328  -0.379
C2 1.590636 -2.359883 -3.243449  -0.101
O1 2.745784 -1.731523 -3.798639  -0.533
H1 0.365338 -0.612898 -3.312719  -0.134
H2 -0.541427 -2.132087 -3.166320  0.176
H3 0.170605 -1.682169 -4.710253  0.338
H4 1.605234 -3.385077 -3.609013  0.314
H5 1.670804 -2.409054 -2.151735  0.053
H6 2.965591 -0.969893 -3.254851  0.299
C3 1.696929 3.873844 -3.802669  -1.056
C4 0.817959 3.271198 -2.736572  -0.130
O2 1.546167 2.904953 -1.573172  -0.494
H7 2.516175 3.206859 -4.071480  0.286
H8 2.101053 4.841543 -3.502789  0.287
H9 1.124977 4.036001 -4.723521  0.346
H10 0.344371 2.359853 -3.114854  0.178
H11 -0.005887 3.950442 -2.492011  0.293
H12 1.507109 3.621478 -0.935366  0.291
C5 2.633457 -2.423114 3.118704  -1.204
C6 1.962119 -2.826956 1.816067  0.444
O3 2.850462 -3.487536 0.918034  -0.553
H13 3.234116 -3.251821 3.497509  0.322
H14 1.890539 -2.139210 3.862667  0.354
H15 3.308625 -1.574118 2.968658  0.330
H16 1.516670 -1.946502 1.342319  -0.242
H17 1.167506 -3.532971 2.050641  0.245
H18 3.638921 -2.945847 0.822066  0.312
C7 -1.389144 2.372697 2.454750  -0.867
C8 -2.202694 3.319018 3.289840  -0.345
O4 -3.394089 2.657673 3.707012  -0.510
H19 -1.056670 1.497836 3.018347  0.239
H20 -0.470949 2.866812 2.116588  0.369
H21 -1.910817 2.010174 1.571146  0.263
H22 -2.450143 4.196518 2.676348  0.259
H23 -1.623933 3.645738 4.157928  0.309
H24 -3.810420 3.186445 4.392045  0.296
C9 -2.602945 -2.529058 2.694952  -0.666
O5 -1.566186 -1.593747 2.855608  -0.492
H25 -3.594537 -2.046074 2.676944  0.244
H26 -2.529779 -3.076941 1.746373  0.257
H27 -2.575061 -3.221427 3.532964  0.261
H28 -1.337856 -1.205709 1.998560  0.576
C10 0.001981 0.311175 -0.305519  -0.411
O6 -1.005431 -0.324568 0.461340  -0.529
H29 0.842192 -0.383297 -0.440354  0.119
H30 -0.325056 0.540296 -1.322038  0.139
H31 0.350845 1.203870 0.203185  0.238
H32 -1.781268 -0.495331 -0.088091  0.235
O7 -3.161540 -1.182182 -1.086559  -0.549
H33 -3.056354 -1.758310 -1.847642  0.259
H34 -4.101223 -0.991660 -1.029672  0.263

Forces on the atoms, in the same order (eV/Å):
-0.54 0.13 -0.23
0.51 -0.14 0.28
-0.04 -0.07 0.03
-0.08 0.03 0.00
0.06 0.05 0.07
0.09 0.06 -0.02
-0.03 -0.04 -0.05
0.05 -0.05 -0.02
-0.01 0.04 -0.03
0.01 0.15 -0.53
-0.34 -0.10 -0.10
0.01 -0.06 0.12
0.06 0.00 0.18
0.08 -0.06 0.09
-0.05 0.01 0.14
0.12 -0.02 0.04
0.07 0.02 0.08
0.05 0.04 -0.03
0.28 0.07 -0.19
0.06 0.08 0.34
-0.10 0.01 0.01
-0.12 -0.04 0.08
-0.02 0.02 0.01
-0.05 -0.02 0.01
-0.11 -0.07 -0.03
-0.05 -0.05 -0.24
0.03 0.03 -0.01
0.74 -0.34 -0.08
-0.18 0.04 -0.21
0.05 0.01 0.00
-0.24 0.01 0.06
-0.14 0.10 -0.02
-0.18 0.07 0.05
-0.03 0.05 0.19
0.01 0.06 0.01
-0.05 0.01 0.00
-0.42 0.25 -0.39
0.20 -0.10 0.23
0.15 -0.02 0.16
0.17 -0.14 0.17
0.00 -0.11 -0.02
0.02 0.11 0.01
0.34 -0.63 -0.21
-0.13 0.11 -0.08
0.06 0.16 0.18
-0.23 0.28 0.16
-0.01 0.11 -0.08
-0.01 -0.08 -0.08
-0.03 0.03 -0.05
0.03 -0.06 -0.05
-0.07 0.04 0.04

Results
SMILES: CCO.CCO.CCO.CCO.CO.CO.O
Total energy (a.u.): -927.9926
Strongest force on any atom (eV Å⁻¹): 0.8

***

(3)
Here is a 8-piece molecular cluster, C10H35N10O8 overall from OMol25. Energies are from ωB97M-V/def2-TZVPD.

Each line ends with the Mulliken charge.
Cartesian coordinates (Å):
C1 15.538900 4.186370 -16.698110  0.471
O1 15.059880 4.092510 -18.022910  -0.834
H1 16.624300 4.156650 -16.793620  0.084
H2 15.368940 5.029470 -16.028490  -0.480
H3 15.355780 3.317030 -16.066590  0.010
C2 14.336630 7.613090 -13.102560  -0.943
C3 15.654110 7.234520 -13.777890  0.228
O2 16.597300 8.242810 -13.946100  -0.588
H4 14.525590 8.062140 -12.127490  0.378
H5 13.722940 6.744750 -12.862830  0.167
H6 13.798270 8.357800 -13.688800  0.196
H7 15.550200 6.779760 -14.763030  0.005
H8 16.097470 6.444960 -13.171170  0.122
H9 16.555600 8.363730 -14.897540  0.384
C4 14.366930 2.212990 -12.798730  -1.070
C5 13.882340 3.609920 -13.013760  0.378
O3 13.144850 4.026310 -11.832330  -0.623
H10 13.877170 1.601800 -12.040650  0.345
H11 15.417030 2.177930 -12.508660  0.226
H12 14.276420 1.742400 -13.777740  0.262
H13 13.449630 3.745760 -14.004930  0.142
H14 14.827600 4.141350 -12.903500  0.015
H15 13.579390 4.711450 -11.319130  0.320
C6 18.134710 1.085250 -18.924040  0.578
O4 19.187640 0.643850 -19.295240  -0.745
N1 17.536900 1.983100 -19.636690  -0.112
N2 17.395570 0.638170 -17.946800  -0.272
H16 17.010900 2.707260 -19.168700  0.026
H17 17.922110 2.048580 -20.568050  0.160
H18 17.671180 -0.150540 -17.379280  0.199
H19 16.499590 1.094130 -17.849760  0.165
C7 20.105580 2.446450 -14.253750  0.595
O5 20.074060 2.070490 -13.098740  -0.688
N3 20.818240 1.968570 -15.154270  -0.379
N4 19.317930 3.423530 -14.738210  -0.291
H20 20.591130 1.976670 -16.138370  0.219
H21 21.334830 1.153280 -14.856700  0.243
H22 18.929850 4.117690 -14.115610  0.151
H23 19.186890 3.587030 -15.726240  0.130
C8 11.555900 7.000790 -16.719040  0.547
O6 11.942220 6.617890 -17.745420  -0.560
N5 10.656900 7.917160 -16.689560  -0.421
N6 11.881540 6.549990 -15.509580  -0.282
H24 10.267450 8.028550 -17.614770  0.242
H25 10.200330 8.343040 -15.895660  0.145
H26 12.659960 5.955900 -15.262140  0.157
H27 11.489140 7.203460 -14.846940  0.173
C9 13.992320 1.164550 -19.874060  0.586
O7 13.803600 2.210870 -20.532200  -0.646
N7 13.891450 -0.009820 -20.401210  -0.416
N8 14.272190 1.216840 -18.631520  -0.240
H28 14.133550 -0.805010 -19.827490  0.144
H29 13.568860 -0.066760 -21.356610  0.257
H30 14.202750 0.395300 -18.048130  0.166
H31 14.515960 2.116900 -18.243480  0.083
C10 16.500100 4.643230 -21.239670  0.605
O8 15.250600 4.593090 -21.427140  -0.623
N9 17.069760 5.040030 -20.157810  -0.340
N10 17.508180 4.205170 -21.939600  -0.338
H32 16.426170 5.007210 -19.380110  0.057
H33 18.033040 5.292000 -19.988350  0.164
H34 18.317790 4.529970 -21.430540  0.176
H35 17.387950 3.953740 -22.910380  0.190

Forces on the atoms, in the same order (eV/Å):
0.71 -0.95 -2.44
0.27 -0.05 1.78
1.12 0.19 0.53
-0.78 0.90 -0.14
-0.55 -0.71 0.43
0.43 0.60 0.03
-0.55 -1.85 0.41
0.19 1.08 -0.27
0.28 0.19 0.04
-0.09 -0.14 -0.50
-0.25 -0.17 -0.05
-0.78 -0.28 0.08
0.21 -0.11 0.21
0.54 0.66 0.06
0.32 -1.52 -0.75
1.74 0.78 2.54
-1.20 -0.14 -0.66
-0.60 0.30 -0.18
0.07 0.13 -0.13
0.22 -0.63 0.14
-0.63 0.38 0.48
-0.15 0.75 -1.02
0.28 -0.01 -0.49
0.69 -1.02 -0.83
3.08 -1.92 -0.08
-1.49 3.04 -2.08
-1.44 -1.11 3.29
-0.67 0.26 -0.66
-0.25 0.89 0.31
-0.02 0.47 -0.09
-0.06 -0.52 0.28
-4.35 2.68 3.62
0.46 -0.03 1.27
5.45 -4.71 -5.11
-1.75 2.19 0.01
0.01 0.31 0.21
0.01 -0.03 -0.27
-0.11 -0.48 -0.11
0.16 0.02 0.30
1.43 -1.85 1.81
2.29 -2.22 -4.63
-4.46 4.57 -0.48
0.15 -0.08 2.76
-0.20 0.52 0.37
0.12 -0.33 -0.26
-0.10 0.31 -0.46
0.71 -0.83 0.87
-1.24 5.66 -3.71
0.17 -1.56 0.18
-0.41 -4.25 -1.73
1.30 -0.61 5.26
-0.17 -0.13 -0.72
0.21 -0.23 0.39
0.08 0.33 -0.02
-0.12 1.17 0.25
-5.97 -0.63 -1.24
3.57 0.21 -0.33
-0.44 2.94 6.61
2.02 -1.80 -4.20
-0.39 0.32 1.09
-0.51 -0.22 -0.12
0.82 -0.98 -1.98
0.61 0.27 0.12

Results
Total energy (a.u.): -1551.4884
Net charge: -1
Strongest force on any atom (eV Å⁻¹): 8.8

***

Among the records above, which one has the lowest total energy? C10H35N10O8